The following is a DFT calculation (the ωB97M-V functional and the def2-TZVPD basis) of a single C3H7NO2 molecule at a distorted geometry.

The value obtained for the orbital gap is 0.3538 Ha. As for the SMILES: CO/C(C)=N\O. The value obtained for the total energy is -8805.46288 eV. As for the HOMO energy: -0.3292 Eh. Its relative energy (zero: lowest compared OMol25 entry of this formula, charge and spin) is 488.8 kJ/mol.

Atoms and positions in Å:
H  0.7156  1.3715  -0.9596
H  0.8657  1.1496  0.7019
N  -2.0332  0.4039  -0.0954
C  1.2857  -0.9857  0.0537
O  -0.1270  -0.9429  -0.2280
H  1.6820  -0.3450  0.9040
H  -0.2613  2.4686  0.3282
H  1.3978  -2.0464  0.2745
H  -1.8489  -1.3880  -0.2261
C  0.1434  1.4727  -0.0500
H  1.6923  -0.6466  -0.7324
C  -0.7936  0.2439  -0.0678
O  -2.7185  -0.7554  0.0971